Below is 3 unconnected molecules or ions with the total composition C5H13I2NOP at a distorted geometry, with properties calculated with ωB97M-V/def2-TZVPD.

Values from the calculation:
Multiplicity: 1
Net charge: +1
HOMO energy, eV: -12.02
Energy relative to the best compared isomer or geometry (same formula, charge and spin), kcal/mol: 13.9
Electronic energy, Eh: -1264.685277

Last column: Mulliken charge in e.
CARTESIAN COORDINATES (ANGSTROEM)
C: -2.02736 0.54170 1.62163  -1.02
C: -0.76239 2.22945 0.57823  -0.79
C: -1.86932 0.68118 -0.82411  -0.86
C: 0.03898 -0.13415 0.45670  -0.02
C: 0.09048 -1.23134 1.14008  0.59
N: -1.14911 0.81465 0.44241  0.10
O: 0.37058 -2.17954 1.68685  -0.23
P: 3.85628 -0.21367 -1.28489  -0.11
I: 2.29548 0.62786 -2.86653  0.05
I: 2.13823 -4.26217 -0.73520  -0.09
H: -1.47426 0.83198 2.61354  0.41
H: -3.04923 0.98381 1.62488  0.27
H: -2.11348 -0.51204 1.61457  0.47
H: -1.60415 2.73398 0.18432  0.40
H: -0.78232 2.32417 1.66636  0.37
H: 0.22227 2.42243 0.03370  0.31
H: -1.15699 0.81766 -1.60744  0.41
H: -2.06618 -0.46093 -0.90602  0.36
H: -2.76190 1.34837 -0.91412  0.37
H: 0.72701 0.02003 -0.45312  -0.23
H: 1.99277 -5.83218 -0.64118  0.11
H: 3.92162 -1.54825 -1.44855  0.00
H: 5.16300 -0.00302 -1.98211  0.12

Below is a gas-phase ion, C5H13IN (charge +1) at a distorted geometry, with properties calculated with ωB97M-V/def2-TZVPD.

Values from the calculation:
Multiplicity: 1
SMILES: C[N+](C)(C)CCI
Net charge: +1
HOMO energy, eV: -13.10
Energy relative to the best compared isomer or geometry (same formula, charge and spin), kcal/mol: 9.3
Electronic energy, Eh: -550.490797

Last column: Mulliken charge in e.
CARTESIAN COORDINATES (ANGSTROEM)
I: -0.74906 0.86241 3.81232  0.14
C: -0.19638 1.91851 1.98764  -1.08
C: 1.66998 1.13480 -0.39010  -0.95
C: 1.27854 -0.56799 1.21912  -0.93
C: 0.14008 -0.60125 -0.92217  -0.83
C: -0.49370 1.07294 0.69688  -0.41
N: 0.64174 0.26263 0.16994  -0.15
H: 0.88854 2.21311 2.02373  0.35
H: -0.77977 2.83013 1.98548  0.50
H: 1.23342 1.76654 -1.14260  0.43
H: 2.46099 0.54692 -0.87984  0.38
H: 2.15851 1.73560 0.36598  0.40
H: 0.56075 -1.27670 1.68132  0.38
H: 2.09640 -1.16038 0.80631  0.39
H: 1.69566 0.08973 1.98362  0.43
H: 0.92915 -1.28419 -1.25157  0.38
H: -0.10650 0.06322 -1.79638  0.37
H: -0.73736 -1.23279 -0.56549  0.36
H: -0.73095 1.77474 -0.08121  0.40
H: -1.37652 0.43557 0.88056  0.42

Below is a single C5H13INP molecule at a distorted geometry, with properties calculated with ωB97M-V/def2-TZVPD.

Values from the calculation:
Multiplicity: 1
SMILES: CN(PI)C(C)(C)C
Net charge: 0
HOMO energy, eV: -8.29
Energy relative to the best compared isomer or geometry (same formula, charge and spin), kcal/mol: 11.7
Electronic energy, Eh: -892.062536

Last column: Mulliken charge in e.
CARTESIAN COORDINATES (ANGSTROEM)
C: 0.84784 -1.11436 0.81734  -1.46
C: 0.92403 -0.43250 -1.48944  -2.33
C: 0.89184 1.33247 -0.02388  -1.43
C: -1.80975 0.26833 1.11630  -1.26
C: 0.33113 -0.06092 -0.18355  1.53
N: -1.15312 -0.12203 -0.11707  0.08
P: -2.24701 0.44217 -1.51889  -0.06
I: -3.89466 -1.35983 -1.38943  -0.10
H: 1.93467 -1.14671 0.84225  0.40
H: 0.47417 -0.99902 1.92510  0.28
H: 0.54296 -2.06594 0.47745  0.44
H: 1.99280 -0.41508 -1.55853  0.49
H: 0.65753 0.30071 -2.21407  0.54
H: 0.61440 -1.38390 -1.70394  0.54
H: 1.90130 1.41270 -0.37578  0.42
H: 0.11460 2.08286 -0.41933  0.30
H: 0.91083 1.72362 1.05142  0.32
H: -2.46415 1.03793 0.71242  0.48
H: -2.39627 -0.53082 1.51295  0.25
H: -1.10328 0.68367 1.75939  0.48
H: -1.62982 -0.19688 -2.61090  0.07

Below is 2 unconnected molecules or ions with the total composition C5H13N at a distorted geometry, with properties calculated with ωB97M-V/def2-TZVPD.

Values from the calculation:
Multiplicity: 1
SMILES: C=CCCC.N
Net charge: 0
HOMO energy, eV: -7.47
Energy relative to the best compared isomer or geometry (same formula, charge and spin), kcal/mol: 92.8
Electronic energy, Eh: -252.915265

Last column: Mulliken charge in e.
CARTESIAN COORDINATES (ANGSTROEM)
C: 0.91498 0.51760 -0.53761  -0.40
C: 1.17263 1.19319 0.79916  -0.32
C: 1.17294 0.50803 1.99044  -0.75
C: -0.59906 0.92748 -0.46482  -0.44
C: -1.45129 0.31186 -1.61473  -1.20
N: -0.06601 -2.34305 0.25536  -0.65
H: 0.90101 -0.56574 -0.55960  0.20
H: 1.43977 0.90150 -1.40222  0.34
H: 1.04812 2.27511 0.73266  0.36
H: 2.08937 0.57635 2.56892  0.26
H: 0.37538 -0.16569 2.28203  0.37
H: -0.99887 -2.50299 0.61269  0.24
H: -0.71195 1.99711 -0.66838  0.38
H: -1.13404 0.71734 0.45551  0.33
H: -1.81236 -0.67322 -1.31112  0.26
H: -2.32455 0.91925 -1.85786  0.37
H: -0.90710 0.12788 -2.54232  0.28
H: 0.37523 -1.58559 0.75624  0.13
H: 0.51579 -3.13642 0.50565  0.22

Below is 2 unconnected molecules or ions with the total composition C5H13N at a distorted geometry, with properties calculated with ωB97M-V/def2-TZVPD.

Values from the calculation:
Multiplicity: 1
SMILES: C/C=C/C.CN
Net charge: 0
HOMO energy, eV: -7.70
Energy relative to the best compared isomer or geometry (same formula, charge and spin), kcal/mol: 114.8
Electronic energy, Eh: -252.880093

Last column: Mulliken charge in e.
CARTESIAN COORDINATES (ANGSTROEM)
C: 2.88534 0.28874 -0.05323  -0.76
N: 1.84766 0.43713 0.96075  -0.61
C: -1.06287 0.81057 -0.43411  -0.37
C: -1.99961 0.07481 0.30496  -0.21
C: -0.97259 -0.14151 -1.66957  -1.10
C: -1.64332 -0.59023 1.60478  -1.09
H: 2.57897 0.22443 -1.11048  0.22
H: 3.46995 -0.62184 0.00039  0.34
H: 3.63734 1.08320 -0.09567  0.29
H: 1.60580 -0.51810 1.22494  0.30
H: -1.03375 1.84353 -0.73308  0.42
H: 0.97230 0.61576 0.45780  0.26
H: -2.89329 -0.38137 -0.13960  0.36
H: -1.90293 -0.45639 -2.14861  0.45
H: -0.29735 -0.95673 -1.48190  0.24
H: -0.50520 0.43845 -2.48831  0.33
H: -1.26276 -1.59441 1.45181  0.23
H: -2.47414 -0.68273 2.31899  0.37
H: -0.94955 0.12667 2.03014  0.33

Below is 3 unconnected molecules or ions with the total composition C5H13N at a distorted geometry, with properties calculated with ωB97M-V/def2-TZVPD.

Values from the calculation:
Multiplicity: 1
Net charge: 0
HOMO energy, eV: -9.17
Energy relative to the best compared isomer or geometry (same formula, charge and spin), kcal/mol: 93.9
Electronic energy, Eh: -252.913405

Last column: Mulliken charge in e.
CARTESIAN COORDINATES (ANGSTROEM)
C: -3.50680 -0.62585 0.31186  -0.73
N: -0.54840 0.37303 -0.07548  -0.75
C: 2.35081 0.30039 1.35111  -0.95
C: 1.59991 -0.61121 0.23498  -0.77
C: 0.64274 0.21911 -0.56790  0.85
C: 0.96947 0.73844 -1.87429  -1.20
H: -2.59006 -0.09281 0.07675  0.09
H: -3.58202 -1.52884 -0.29986  0.23
H: -4.36517 0.03010 0.16055  0.25
H: -3.49597 -0.96469 1.34779  0.23
H: 2.64672 1.22802 0.86360  0.31
H: 1.65755 0.52207 2.17038  0.29
H: 3.25129 -0.19983 1.69943  0.33
H: 1.18741 -1.53616 0.63560  0.31
H: 2.42220 -0.87213 -0.43136  0.30
H: -0.49280 0.30462 0.94391  0.23
H: 0.51350 1.72171 -1.98812  0.37
H: -0.57848 0.31322 -2.16576  0.30
H: 1.91813 0.68081 -2.39318  0.31